a.
Here is a cluster of 7 separate species, C28H42O21 in total from OMol25. Energies are from wB97M-V/def2-TZVPD.

Each line ends with the Mulliken charge.
Element x y z (Å)
C 0.728 5.395 -2.797  -1.376
C -0.472 4.690 -3.330  0.180
C -0.357 3.592 -4.363  -0.413
O -0.435 2.491 -3.551  -0.139
C -0.981 2.729 -2.434  0.615
O -1.389 1.875 -1.643  -0.542
O -1.137 4.028 -2.270  -0.367
H 1.393 5.960 -3.545  0.302
H 1.271 4.611 -2.473  0.362
H 0.313 5.901 -2.011  0.437
H -1.229 5.314 -3.681  0.402
H 0.602 3.708 -4.905  0.287
H -1.302 3.669 -5.032  0.304
C -1.274 -2.029 -6.682  -2.116
C -1.724 -1.610 -5.324  1.267
C -1.464 -0.146 -4.883  -0.337
O -2.515 0.164 -4.081  -0.148
C -3.431 -0.791 -4.156  0.458
O -4.490 -0.626 -3.609  -0.569
O -3.035 -1.831 -4.956  -0.397
H -1.442 -2.931 -6.957  0.609
H -0.200 -1.848 -6.923  0.320
H -1.927 -1.535 -7.149  0.665
H -0.723 -2.106 -4.696  -0.151
H -1.464 0.389 -5.778  0.345
H -0.589 -0.099 -4.175  0.093
C -0.837 1.983 2.227  -1.061
C -1.116 3.370 2.620  0.799
C -2.533 4.084 2.564  -0.267
O -3.066 3.776 3.795  -0.306
C -2.074 3.629 4.720  0.536
O -2.241 3.403 5.945  -0.569
O -0.835 3.481 4.032  -0.316
H -1.682 1.221 2.747  0.180
H 0.009 1.530 2.451  0.344
H -1.043 1.999 1.119  0.125
H -0.187 4.105 2.094  0.001
H -3.079 3.510 1.748  0.270
H -2.543 5.163 2.197  0.240
C 3.193 -0.653 -0.618  -1.724
C 1.704 -0.916 -0.250  1.863
C 0.782 -1.176 -1.425  -0.406
O 0.531 -2.502 -1.312  -0.316
C 1.157 -3.123 -0.352  0.500
O 1.059 -4.291 -0.023  -0.638
O 1.911 -2.204 0.319  -0.286
H 3.709 -1.398 -1.223  0.428
H 3.691 -0.526 0.372  0.153
H 3.326 0.309 -0.905  0.589
H 1.309 -0.104 0.514  -0.829
H 1.341 -1.000 -2.444  -0.003
H 0.025 -0.506 -1.375  0.423
C -4.275 -4.640 -0.309  -1.719
C -2.832 -4.186 -0.342  0.268
C -2.655 -3.111 -1.391  -0.438
O -2.708 -1.928 -0.552  -0.230
C -2.340 -2.261 0.732  0.503
O -2.096 -1.368 1.576  -0.597
O -2.527 -3.590 0.933  -0.283
H -4.940 -3.831 -0.364  0.428
H -4.646 -5.444 0.596  0.234
H -4.445 -5.162 -1.135  0.590
H -2.351 -5.050 -0.638  0.476
H -3.400 -2.998 -2.029  0.774
H -1.717 -3.217 -1.927  0.034
C 2.975 -2.770 3.490  -1.535
C 1.552 -2.774 4.115  0.634
C 0.642 -3.927 3.761  -0.038
O 0.686 -4.753 4.873  -0.321
C 1.328 -4.072 5.835  0.567
O 1.383 -4.390 7.079  -0.656
O 1.830 -2.974 5.431  -0.325
H 3.400 -1.916 3.733  0.612
H 2.975 -2.850 2.428  0.198
H 3.398 -3.775 3.566  0.390
H 1.142 -1.763 4.116  0.210
H 0.978 -4.454 2.819  0.118
H -0.420 -3.678 3.626  0.170
C 4.600 1.330 2.715  -1.349
C 3.120 1.532 2.733  0.055
C 2.714 2.948 3.260  -0.428
O 2.333 3.685 2.104  -0.362
C 2.546 2.906 0.949  0.517
O 2.296 3.299 -0.156  -0.564
O 3.019 1.734 1.272  -0.022
H 5.046 1.470 3.800  0.385
H 5.252 2.070 2.144  0.316
H 4.993 0.368 2.346  0.340
H 2.761 0.757 2.861  0.786
H 3.346 3.664 3.885  0.299
H 1.821 2.981 3.975  0.144

Values from the calculation:
Highest occupied orbital energy ... -9.92 eV
Structure (SMILES) ... C[C@H]1COC(=O)O1.C[C@H]1COC(=O)O1.C[C@H]1COC(=O)O1.C[C@H]1COC(=O)O1.C[C@H]1COC(=O)O1.C[C@H]1COC(=O)O1.C[C@H]1COC(=O)O1
Charge ... 0
Spin multiplicity ... 1
LUMO ... 0.09 eV

***

b.
Here is a cluster of 7 separate species, C28H42O21 in total from OMol25. Energies are from wB97M-V/def2-TZVPD.

Each line ends with the Mulliken charge.
Element x y z (Å)
C 23.189 2.628 -4.032  -1.318
C 23.785 1.487 -4.915  0.443
C 25.258 1.448 -4.742  -0.502
O 25.488 0.207 -4.243  -0.349
C 24.321 -0.454 -3.862  0.665
O 24.405 -1.555 -3.391  -0.524
O 23.303 0.296 -4.346  -0.358
H 23.508 3.594 -4.425  0.391
H 23.528 2.670 -2.997  0.345
H 22.099 2.616 -4.042  0.336
H 23.647 1.554 -5.994  0.305
H 25.793 2.058 -4.014  0.247
H 25.734 1.749 -5.675  0.316
C 20.350 -4.312 -7.783  -1.435
C 20.747 -4.027 -9.200  0.645
C 22.212 -3.663 -9.464  -0.458
O 22.472 -4.304 -10.774  -0.294
C 21.648 -5.257 -10.942  0.666
O 21.807 -6.194 -11.717  -0.573
O 20.641 -5.105 -9.997  -0.373
H 21.013 -5.036 -7.310  0.343
H 19.307 -4.611 -7.680  0.348
H 20.251 -3.452 -7.120  0.386
H 20.122 -3.179 -9.479  0.163
H 22.992 -3.859 -8.728  0.307
H 22.150 -2.578 -9.536  0.276
C 31.388 -0.794 -11.961  -1.348
C 29.944 -0.328 -12.177  0.300
C 29.028 -1.386 -12.846  -0.442
O 28.085 -1.600 -11.811  -0.330
C 28.408 -1.026 -10.687  0.731
O 27.706 -1.127 -9.711  -0.596
O 29.478 -0.359 -10.883  -0.347
H 32.134 -0.105 -11.566  0.333
H 31.735 -0.992 -12.975  0.402
H 31.405 -1.787 -11.513  0.333
H 29.771 0.654 -12.618  0.341
H 29.692 -2.244 -12.946  0.280
H 28.730 -1.133 -13.864  0.342
C 20.051 8.606 -1.275  -1.373
C 20.491 9.583 -0.144  0.508
C 20.941 11.005 -0.429  -0.437
O 19.999 11.923 0.075  -0.334
C 19.117 11.236 0.881  0.688
O 18.195 11.732 1.550  -0.551
O 19.438 9.927 0.756  -0.371
H 19.415 9.128 -1.990  0.352
H 19.430 7.826 -0.834  0.346
H 20.839 8.141 -1.867  0.366
H 21.309 9.071 0.364  0.218
H 21.051 11.063 -1.512  0.293
H 21.810 11.349 0.132  0.295
C 19.349 -10.955 -3.101  -1.283
C 19.034 -9.772 -2.192  0.441
C 19.275 -9.918 -0.682  -0.509
O 20.518 -9.306 -0.458  -0.303
C 20.621 -8.397 -1.327  0.720
O 21.477 -7.474 -1.312  -0.640
O 19.809 -8.602 -2.330  -0.327
H 18.796 -11.844 -2.798  0.358
H 20.406 -11.216 -3.049  0.327
H 19.230 -10.606 -4.127  0.353
H 17.983 -9.487 -2.226  0.282
H 19.285 -10.976 -0.419  0.270
H 18.692 -9.446 0.108  0.310
C 23.463 -3.262 3.902  -1.322
C 22.440 -2.409 3.075  0.420
C 20.980 -2.725 3.169  -0.613
O 20.580 -1.913 4.242  -0.355
C 21.360 -0.900 4.367  0.675
O 21.211 0.081 5.017  -0.542
O 22.400 -1.093 3.540  -0.399
H 24.141 -3.661 3.147  0.319
H 23.086 -4.130 4.443  0.348
H 23.980 -2.737 4.705  0.365
H 22.546 -2.351 1.992  0.416
H 20.798 -3.798 3.227  0.356
H 20.442 -2.255 2.345  0.332
C 29.380 -4.442 -0.758  -1.369
C 29.360 -5.420 -1.945  0.424
C 29.551 -4.840 -3.273  -0.330
O 30.421 -5.757 -3.877  -0.334
C 30.924 -6.678 -2.959  0.679
O 31.716 -7.603 -3.088  -0.567
O 30.449 -6.379 -1.779  -0.347
H 30.279 -3.836 -0.644  0.342
H 29.199 -5.089 0.100  0.353
H 28.480 -3.830 -0.704  0.396
H 28.412 -5.940 -2.073  0.206
H 29.906 -3.813 -3.189  0.266
H 28.608 -4.907 -3.815  0.280

Values from the calculation:
Highest occupied orbital energy ... -10.59 eV
Structure (SMILES) ... C[C@H]1COC(=O)O1.C[C@H]1COC(=O)O1.C[C@H]1COC(=O)O1.C[C@H]1COC(=O)O1.C[C@H]1COC(=O)O1.C[C@H]1COC(=O)O1.C[C@H]1COC(=O)O1
Charge ... 0
Spin multiplicity ... 1
LUMO ... 0.22 eV

***

Comparing the structures above, b comes out on top by 5.788 eV.